Here is a molecular structure, C43H49AsCl2IN6O4S2Sr in a non-equilibrium geometry from OMol25. Energies are from ωB97M-V/def2-TZVPD.

Results
* net charge: -1
* highest occupied orbital energy: -4.6 eV
* LUMO level: 2.12 eV
* energy above the lowest of the compared OMol25 structures with the same formula, charge and spin: 269.1 kJ/mol

Atoms and positions in Å:
Sr  0.274  -0.530  -0.329
C  0.530  0.400  -4.958
C  0.605  1.606  -4.072
N  1.041  2.725  -4.611
C  1.050  3.836  -3.888
C  0.563  3.895  -2.591
C  0.537  5.201  -1.844
O  1.670  6.014  -2.091
C  0.094  2.723  -2.006
C  -0.475  2.678  -0.652
N  -1.702  2.618  -0.361
C  -2.768  2.858  -1.175
C  -3.027  4.184  -1.567
C  -4.173  4.521  -2.249
C  -5.103  3.546  -2.572
C  -4.876  2.235  -2.190
C  -3.735  1.897  -1.482
I  -3.453  -0.138  -0.850
C  0.161  1.495  -2.720
O  -0.166  0.373  -2.209
H  0.453  0.717  -5.995
H  -0.332  -0.201  -4.672
H  1.428  -0.212  -4.852
H  1.431  4.718  -4.386
H  0.440  5.005  -0.764
H  -0.323  5.802  -2.159
H  2.416  5.437  -2.288
H  0.213  2.614  0.186
H  -2.303  4.939  -1.298
H  -4.344  5.553  -2.519
H  -5.998  3.803  -3.115
H  -5.592  1.465  -2.421
C  -3.055  0.390  6.108
C  -3.593  1.173  4.911
N  -2.525  1.856  4.211
C  -2.365  3.270  4.429
C  -3.415  4.076  3.663
C  -1.769  1.165  3.318
S  -0.471  1.918  2.564
N  -2.129  -0.123  3.218
C  -1.817  -0.943  2.236
O  -1.144  -0.686  1.194
C  -2.453  -2.291  2.389
C  -3.255  -2.615  3.481
C  -3.852  -3.860  3.562
C  -3.643  -4.803  2.568
C  -2.840  -4.493  1.483
C  -2.266  -3.240  1.389
H  -3.855  -0.157  6.598
H  -2.598  1.063  6.830
H  -2.306  -0.312  5.755
H  -4.323  1.914  5.244
H  -4.073  0.485  4.214
H  -1.372  3.540  4.064
H  -2.423  3.478  5.504
H  -3.251  3.955  2.596
H  -3.344  5.130  3.918
H  -4.421  3.732  3.895
H  -3.412  -1.888  4.260
H  -4.481  -4.100  4.409
H  -4.106  -5.778  2.642
H  -2.654  -5.229  0.712
H  -1.649  -2.965  0.547
C  3.279  3.442  -0.367
C  3.158  2.088  0.289
O  2.373  1.242  -0.091
N  4.027  1.873  1.296
C  4.016  0.642  2.060
C  2.973  0.622  3.153
C  2.959  1.548  4.188
C  1.954  1.458  5.136
C  1.007  0.457  5.015
C  1.109  -0.421  3.942
N  2.073  -0.342  3.045
H  2.837  3.383  -1.359
H  4.321  3.751  -0.442
H  2.723  4.173  0.219
H  4.538  2.659  1.668
H  5.019  0.484  2.470
H  3.766  -0.174  1.378
H  3.716  2.319  4.251
H  1.913  2.163  5.954
H  0.195  0.371  5.719
H  0.388  -1.210  3.778
Cl  -0.977  -2.617  -1.950
C  -0.263  -4.167  -1.712
C  -0.542  -5.139  -2.654
C  -0.007  -6.411  -2.535
C  0.793  -6.703  -1.440
C  1.076  -5.721  -0.517
Cl  2.090  -6.132  0.821
C  0.592  -4.395  -0.612
S  1.083  -3.209  0.524
H  -1.180  -4.887  -3.487
H  -0.207  -7.161  -3.284
H  1.204  -7.693  -1.302
C  3.566  0.346  -2.843
As  2.556  -0.950  -1.785
C  2.303  -2.388  -3.102
C  4.145  -1.764  -0.985
H  4.170  -0.175  -3.586
H  4.234  0.896  -2.176
H  2.935  1.070  -3.351
H  3.128  -2.398  -3.816
H  1.366  -2.309  -3.652
H  2.300  -3.341  -2.572
H  4.774  -2.173  -1.777
H  3.875  -2.570  -0.304
H  4.733  -1.028  -0.436

Forces on atoms 1 to 3 (eV/Å):
Sr 1.18 0.26 1.77
C -0.01 0.03 0.17
C -0.27 -0.27 -0.09